Version a
Computed, not measured: C2H7OPS in the gas phase, with ωB97M-V with the def2-TZVPD basis set.

Geometry (Å):
S (0.8737, 1.5026, -0.7721)
P (0.3509, 0.6164, 1.0912)
O (1.3969, -0.1618, 1.8015)
C (0.7867, -0.1842, -1.5506)
C (-1.1300, -0.3032, 0.7825)
H (-0.1636, 1.7732, 1.5838)
H (-0.7520, -1.3716, 0.6082)
H (-1.5907, -0.3362, 1.7053)
H (1.3629, -0.8837, -0.9764)
H (-1.8232, 0.0832, -0.0496)
H (-0.3491, -0.5601, -1.5684)
H (1.0374, -0.1745, -2.6555)

HOMO energy ... -9.5 eV
Structure (SMILES) ... CS[P@@H](C)=O
Orbital gap ... 10.19 eV


Version b
Computed, not measured: C2H7OPS in the gas phase, with ωB97M-V with the def2-TZVPD basis set.

Geometry (Å):
S (-0.6111, -0.1455, 0.3356)
P (-1.3751, -1.6432, -0.8894)
O (-1.2459, 0.3506, 1.8369)
C (-0.4289, 1.3045, -0.7327)
C (1.1969, -0.4183, 0.5151)
H (1.4761, -0.9511, 1.3382)
H (-1.3952, 1.2425, -1.2712)
H (0.4085, 1.1023, -1.3249)
H (-1.0944, -2.5548, 0.1720)
H (1.7179, 0.6326, 0.4550)
H (-0.1623, 2.2113, -0.1637)
H (1.5133, -1.1308, -0.2708)

HOMO energy ... -8.0 eV
Structure (SMILES) ... CS(C)(=O)=P
Orbital gap ... 8.40 eV


The computed energies, referenced to the most stable structure and given in eV, are version a 0.000; version b 4.274.


Version a
Computed, not measured: a molecular structure, C5H14N2, with ωB97M-V with the def2-TZVPD basis set.

Geometry (Å):
N (-0.2822, 0.1873, -0.7086)
N (2.8732, -0.4534, 0.8246)
C (-1.7061, 0.8125, -0.7514)
C (-3.1269, -0.7260, 0.8979)
C (1.1657, 0.3423, -1.0540)
C (2.0708, 0.7596, -0.0192)
C (-0.4381, -0.7332, 0.4309)
H (1.8123, 1.5008, 0.8230)
H (-3.0508, -0.3518, 1.9228)
H (-4.1725, -0.5008, 0.5965)
H (-2.6285, -0.0252, -0.1924)
H (0.3844, -0.9253, 1.0901)
H (3.8743, -0.3107, 0.4906)
H (-0.9117, -1.6974, -0.0224)
H (-1.8423, 0.9990, -1.7538)
H (-1.2676, -0.2338, 1.0244)
H (2.5525, -1.0931, 0.1700)
H (-3.2144, -1.8928, 0.9200)
H (-1.6347, 1.7917, -0.1339)
H (2.8832, 1.1953, -0.6546)
H (1.2867, 0.6763, -2.1176)

HOMO energy (spin up / spin down) ... -1.8 / -1.7 eV
2S+1 ... 2
Total charge ... -1
Orbital gap (spin up / spin down) ... 5.85 / 5.39 eV
Expectation value of S² ... 0.76


Version b
Computed, not measured: a gas-phase ion, C5H14N2 (charge -1), with ωB97M-V with the def2-TZVPD basis set.

Geometry (Å):
N (1.2754, 0.2778, -1.6856)
N (-1.5931, -1.1269, 0.3070)
C (-0.3969, -1.1979, -0.5610)
C (1.6577, 1.5235, 1.2353)
C (-2.5752, -0.1392, -0.0712)
C (1.2847, 0.0798, 0.8230)
C (0.4888, 0.0095, -0.4995)
H (2.7398, 1.6683, 1.1553)
H (-2.2388, 0.8401, -0.4131)
H (-0.2579, 0.8316, -0.4360)
H (1.4347, -0.5546, -2.2291)
H (1.3666, 1.7226, 2.2732)
H (2.0962, -0.6597, 0.8875)
H (-3.2921, -0.0108, 0.7460)
H (-3.0931, -0.5031, -0.9891)
H (0.1367, -2.0967, -0.1760)
H (2.0457, 0.8635, -1.4148)
H (-0.7448, -1.3506, -1.5850)
H (-1.9897, -2.0628, 0.2805)
H (1.0055, 2.2240, 0.7272)
H (0.6499, -0.3384, 1.6253)

HOMO energy (spin up / spin down) ... 1.5 / -4.8 eV
2S+1 ... 2
Total charge ... -1
Orbital gap (spin up / spin down) ... 2.38 / 8.61 eV
Expectation value of S² ... 0.75


Version c
Computed, not measured: a gas-phase ion, C5H14N2 (charge -1), with ωB97M-V with the def2-TZVPD basis set.

Geometry (Å):
N (-2.3047, 1.8607, -1.9364)
N (-0.4411, 1.2131, -0.5017)
C (-1.8628, 1.1032, -0.7330)
C (0.7416, -2.2230, 0.9098)
C (1.4576, 0.2687, 0.7497)
C (1.8543, -1.2537, 0.4853)
C (-0.0438, 0.6543, 0.7826)
H (-0.2135, 1.4186, 1.5456)
H (0.0844, -2.3687, 0.0204)
H (-2.2200, 0.0788, -0.8775)
H (2.0400, 0.7144, 1.5565)
H (0.0738, 0.8175, -1.2787)
H (-0.6395, -0.2438, 0.9860)
H (2.0784, -1.2883, -0.5753)
H (-1.6120, 2.4551, -2.3662)
H (1.1313, -3.2421, 0.7646)
H (-2.5441, 1.1141, -2.5819)
H (0.2944, -2.0354, 1.8752)
H (1.7875, 0.7689, -0.1596)
H (2.6516, -1.4317, 1.2093)
H (-2.3133, 1.6192, 0.1253)

HOMO energy (spin up / spin down) ... 1.3 / -5.3 eV
2S+1 ... 2
Total charge ... -1
Orbital gap (spin up / spin down) ... 2.81 / 9.50 eV
Expectation value of S² ... 0.75


The computed energies, referenced to the most stable structure and given in eV, are version a 5.206; version b 0.000; version c 0.156.


Version a
Computed, not measured: C11H13NO in the gas phase, with ωB97M-V with the def2-TZVPD basis set.

Geometry (Å):
O (2.2220, -1.4150, 1.3847)
N (0.5430, -1.3964, -2.0736)
C (1.7396, 2.1999, 1.0997)
C (1.6297, -0.2071, 1.1237)
C (-2.0100, -0.6057, 0.5993)
C (-0.6924, -1.1511, -1.3187)
C (-1.2708, 0.2056, -1.5557)
C (0.2921, -0.1023, 0.6911)
C (-1.6560, 0.7447, -0.1158)
C (-0.3145, 1.0785, 0.5062)
C (0.4345, 2.2362, 0.6460)
C (-0.6673, -1.2727, 0.2665)
C (2.3386, 0.9954, 1.3219)
H (-2.8369, -1.1878, 0.1773)
H (2.2735, 3.1128, 1.2542)
H (-0.4324, -2.2235, 0.6273)
H (-1.3539, -1.9516, -1.6958)
H (-2.2144, -0.6685, 1.6919)
H (0.8871, -2.3037, -1.7521)
H (-0.0539, 3.2040, 0.5283)
H (-2.4409, 1.5537, -0.0835)
H (-0.5214, 0.8623, -1.9855)
H (3.4058, 0.9381, 1.7089)
H (1.6200, -2.0785, 1.0161)
H (1.2025, -0.6642, -1.7937)
H (-2.1236, 0.0968, -2.2688)

HOMO energy ... -8.5 eV
Structure (SMILES) ... N[C@@H]1C[C@H]2C[C@@H]1c1c(O)cccc12
Orbital gap ... 9.17 eV


Version b
Computed, not measured: C11H13NO in the gas phase, with ωB97M-V with the def2-TZVPD basis set.

Geometry (Å):
O (-1.7087, 1.4083, 0.0157)
N (-1.7474, -0.9118, 0.3915)
C (0.4400, -2.2602, 0.2886)
C (3.0445, 0.4111, 0.0341)
C (0.3029, 0.2374, -0.1670)
C (-1.1524, 0.2543, -0.4015)
C (2.3578, -0.8648, 0.1479)
C (2.2927, 1.6116, -0.1582)
C (-2.1781, 1.4065, 1.3353)
C (0.9279, 1.4502, -0.2542)
C (-1.3633, 0.0692, -1.8925)
C (1.0138, -0.9633, -0.0507)
C (-1.0605, -1.9626, 0.5383)
H (-3.0556, 0.8805, 1.4885)
H (4.1317, 0.6074, 0.1424)
H (-1.1086, 1.1053, -2.3911)
H (-2.3523, 2.5233, 1.4260)
H (-1.3375, 1.0535, 2.0599)
H (-1.5998, -2.8549, 1.0620)
H (0.7953, -2.5613, 1.2168)
H (0.4973, -3.0591, -0.4575)
H (-0.7612, -0.7102, -2.3097)
H (2.8555, 2.5613, -0.1522)
H (-2.3818, 0.0028, -2.0902)
H (0.2594, 2.3413, -0.2941)
H (2.8883, -1.7758, 0.4715)

HOMO energy ... -8.9 eV
Structure (SMILES) ... CO[C@]1(C)N=CCc2ccccc21
Orbital gap ... 9.76 eV


The computed energies, referenced to the most stable structure and given in eV, are version a 0.000; version b 1.644.